Record 1
C5H14NO | the ωB97M-V functional and the def2-TZVPD basis

```
! wB97M-V def2-TZVPD RIJCOSX def2/J DEFGRID3
* xyz 1 1
C 0.9986 -0.2443 -1.0731
C 1.1388 -1.2491 0.0850
C -0.1274 -2.0010 0.4905
C -0.8599 -0.2333 2.1240
C -1.1714 -1.1935 1.2498
N -0.2562 0.6080 -0.9131
H 1.8212 0.4509 -0.9491
H 0.8142 -0.7966 -1.9674
H 1.6517 -0.7334 0.8978
H 1.8246 -2.0318 -0.2244
H -0.5699 -2.3008 -0.4639
H 0.1049 -2.8484 1.1226
H -0.0373 0.4526 1.9446
H -1.3662 -0.1608 3.0780
H -2.1356 -1.6654 1.4170
H -0.5752 0.9186 -1.8322
H -0.1006 1.4398 -0.3403
H -1.0274 0.0388 -0.5628
H 0.5372 3.4639 -1.7778
H -0.5416 4.4710 -1.2133
O -0.1225 3.6149 -1.0916
*
```

=====

Record 2
C5H14NO | the ωB97M-V functional and the def2-TZVPD basis

```
! wB97M-V def2-TZVPD RIJCOSX def2/J DEFGRID3
* xyz 1 1
C -0.2298 -1.2074 1.3859
C -0.8220 -0.1364 0.4508
C -1.6190 0.9319 1.2597
C 0.1490 0.4163 -0.5821
N 1.4618 0.8127 -0.0072
C 0.4111 -0.5498 -1.7452
O 1.3790 0.0766 -2.5471
H -1.0574 -1.6979 1.9033
H 0.3139 -1.9642 0.8254
H 0.3427 -0.8561 2.2513
H -1.5656 -0.6978 -0.1243
H -2.5750 1.1337 0.7919
H -0.9153 1.7264 1.5235
H -1.8372 0.4866 2.2279
H -0.3772 1.2783 -0.9982
H 1.4532 1.8097 0.2445
H 2.1581 0.8001 -0.7685
H 1.6719 0.2543 0.8107
H 0.8270 -1.4476 -1.2651
H -0.5212 -0.9129 -2.1752
H 1.3519 -0.2565 -3.4619
*
```

SMILES: CC(C)[C@@H]([NH3+])CO

=====

Number 1: highest occupied orbital energy -0.4888 Ha, DFT total energy -8942.03718 eV. Number 2: highest occupied orbital energy -0.5473 Ha, DFT total energy -8942.85862 eV.